(1)
The following is a quantum chemistry calculation of C19H29N5O2 in the gas phase, from the Open Molecules 2025 dataset.

Output
Structure (SMILES): Cc1nn(CC(=O)NCCCN2C[C@H](C)C[C@H](C)C2)c(=O)c2cccn12

XYZ file:
```
55
Properties=species:S:1:pos:R:3:forces:R:3:lowdin_charge:R:1
H 0.83437 -0.39298 -0.22237 0.0 0.1 0.0 0.11
H 2.18821 3.27860 -1.53495 -0.1 0.1 -0.1 0.07
H -0.21700 -3.79608 0.91295 0.0 0.2 0.1 0.12
O -2.50272 -4.00909 0.11140 -0.2 -0.4 0.1 0.06
H 3.89496 0.10875 1.72787 0.0 0.0 0.0 0.13
H 1.81824 0.76613 -1.76866 0.0 0.0 -0.1 0.12
C -4.37933 3.31478 0.61119 -0.1 -0.1 0.0 -0.06
H -7.63235 0.46938 0.17336 -0.1 0.0 0.0 0.09
C -3.65281 1.35032 -0.16826 0.1 0.6 0.1 -0.11
C -2.95036 0.21941 -0.71912 -0.1 -0.4 -0.1 -0.35
C 3.17893 3.07522 -1.13471 -0.1 -0.2 0.2 -0.07
H -4.42723 4.34858 0.89030 -0.1 0.2 0.1 0.10
C 4.58819 0.07845 0.87932 0.2 0.0 -0.2 -0.37
H 3.52965 0.55276 -2.16552 0.0 0.1 -0.1 0.13
H 3.88632 3.06020 -1.96149 0.1 0.0 -0.1 0.08
H 6.31713 0.49172 2.10968 0.1 0.0 0.1 0.08
C -0.04690 -2.72484 0.77934 0.2 -0.3 0.1 -0.17
H 5.97293 -1.22789 1.90635 0.1 -0.1 0.1 0.08
H -0.09622 -2.24099 1.76357 0.0 -0.1 0.0 0.12
H 2.46191 1.78044 0.41701 0.0 0.0 0.0 0.14
H 5.31313 1.44659 -0.61494 0.1 0.0 -0.1 0.13
C -3.28507 2.66607 0.02142 0.0 -0.5 -0.1 0.00
C -5.56446 -0.03526 0.21768 -0.1 -0.4 -0.1 -0.30
H 4.82933 -1.06099 -0.93483 0.1 -0.1 0.0 0.13
H 1.30953 -2.80501 -0.89131 0.0 0.0 0.0 0.12
O -1.79573 0.24233 -1.13280 0.0 0.3 -0.1 0.04
N -4.95664 -1.03831 -0.28659 -0.9 -0.3 0.3 0.16
C -3.16087 -2.16322 -1.30615 0.2 -0.4 -0.1 -0.02
H 4.06196 -1.96550 0.37529 0.1 -0.1 0.0 0.12
C 1.67808 -0.97039 0.16127 0.1 -0.4 -0.1 -0.20
H -2.60021 -1.91285 -2.21107 -0.1 0.0 0.1 0.13
N 2.81215 -0.71156 -0.70672 -0.1 0.0 -0.2 -0.17
H 4.85429 2.22450 0.90349 0.1 0.0 0.0 0.12
H -0.98550 -1.32010 -0.49811 -0.2 -0.2 0.0 0.09
C -5.38497 2.39224 0.77150 -0.2 0.4 0.2 -0.06
H 3.45339 3.88625 -0.46319 0.0 0.1 0.0 0.08
N -4.95036 1.19794 0.29990 0.6 -0.1 -0.3 0.03
C 2.80821 0.59077 -1.34173 -0.1 0.2 0.2 -0.17
H 6.69227 -0.30937 0.58286 0.1 0.0 -0.1 0.08
H -7.26806 -1.21993 0.57764 0.0 0.0 0.0 0.09
C 4.10577 -0.99144 -0.11528 0.0 0.1 0.2 -0.16
H 1.84854 -0.65507 1.20275 -0.1 0.1 0.0 0.12
H -2.33862 3.09220 -0.24107 0.2 0.0 -0.1 0.11
C -2.22776 -2.91482 -0.33194 -0.3 0.4 -0.4 -0.48
N -1.11045 -2.22977 -0.06289 0.6 0.4 0.0 0.07
C 4.57375 1.44425 0.19085 -0.5 -0.2 0.3 -0.15
C 5.97866 -0.26334 1.40312 -0.3 0.0 0.0 -0.07
C -6.95782 -0.18986 0.71822 0.1 0.1 0.0 -0.01
H -6.36575 2.51283 1.18523 -0.2 0.0 0.1 0.12
C 3.19365 1.74066 -0.39822 0.2 0.1 -0.3 -0.37
H -7.00917 0.06087 1.77686 -0.1 0.0 0.1 0.09
N -3.69774 -0.93893 -0.74464 0.4 0.6 -0.1 -0.04
H 2.07072 -3.03359 0.68355 0.1 0.0 0.0 0.11
H -4.00624 -2.80993 -1.54089 0.2 0.1 0.0 0.13
C 1.31608 -2.46113 0.14346 -0.2 0.2 0.2 -0.16
```
Forces are in eV/Å.

***

(2)
The following is a quantum chemistry calculation of a molecular structure, C19H30AsCdN7O11P2S2 at a distorted geometry, from the Open Molecules 2025 dataset.

Output
Net charge: -2

XYZ file:
```
73
Properties=species:S:1:pos:R:3:forces:R:3:lowdin_charge:R:1
H -2.33706 -2.31685 2.85409 0.0 0.0 -0.1 0.10
C -0.00258 -7.36614 0.00516 0.0 0.1 0.0 -0.16
O -1.52698 5.21493 -0.94581 0.0 0.0 0.0 -0.32
N -0.11795 1.01882 4.97658 0.0 0.1 -0.1 0.16
H 3.51846 4.12758 4.31733 0.0 0.0 0.0 0.10
H 1.30866 3.96483 -1.15020 0.0 -0.1 0.0 0.01
H 1.42891 -7.28534 -1.59569 0.0 0.0 0.0 0.08
C 0.71863 -5.33371 -1.09051 0.0 0.0 0.1 -0.14
O -0.65579 2.93829 -0.85833 -0.3 0.5 0.3 -0.48
H -0.67064 0.51674 7.28902 0.0 0.0 0.0 0.08
C 1.18287 1.96958 3.18436 -0.1 0.1 0.1 -0.20
C -3.06238 1.68287 -2.50762 0.2 0.0 0.0 -0.19
O 0.87325 4.76465 -0.77531 0.0 0.2 0.1 -0.21
H -4.11928 1.69296 -2.77037 0.0 0.0 0.0 0.03
C -1.27043 -0.69138 3.26845 -0.1 -0.1 -0.2 -0.43
H -0.33534 2.80156 -2.70631 0.0 0.0 0.0 0.01
H 2.56713 2.76935 0.36526 0.0 0.0 0.0 0.08
H -2.43802 1.61901 -3.39630 0.0 0.0 0.0 0.03
C -1.01128 0.10008 5.34948 0.0 -0.1 0.1 -0.47
H 1.32813 -4.83714 -1.83580 0.0 0.0 0.0 0.09
N 1.39740 2.03845 1.87505 0.0 0.0 0.0 0.07
Cd 0.09541 0.97696 0.05999 -0.1 -0.4 0.4 1.41
H 3.96572 4.18589 1.84990 0.0 0.0 0.0 0.10
H -1.74699 -0.78642 7.00184 0.0 0.0 0.0 0.08
S -0.60279 4.32426 -0.29452 0.5 -0.4 -0.4 0.38
C 2.39148 2.79987 1.43355 0.0 -0.1 -0.2 -0.12
C -0.11249 -4.53112 -0.27976 0.1 0.0 0.0 -0.74
O -0.26226 0.37837 -2.13070 -0.1 0.1 0.0 -0.50
N -1.81944 -1.56660 2.43178 -0.2 0.1 0.9 0.18
C -2.53693 -1.37528 -2.57318 0.2 0.0 0.0 -0.23
H -3.36151 -1.31224 -3.28686 0.0 0.0 0.0 0.04
O -2.01487 0.30190 0.07878 0.2 0.0 -0.3 -0.62
N -0.41369 0.22562 2.76755 0.0 0.0 -0.1 0.16
H -2.79830 2.57728 -1.94708 0.0 0.0 0.0 0.03
P 0.49628 0.92748 -3.33251 0.0 0.1 0.1 0.31
N 2.35334 2.60156 -2.20753 0.1 -0.1 0.1 0.00
C 0.12686 1.02058 3.66405 0.2 0.1 0.0 -0.28
H 2.90252 1.87697 -4.76124 0.0 0.0 0.0 0.07
H 0.04361 -8.44316 0.11829 0.0 0.0 0.0 0.07
O 2.59711 -1.39634 -2.08550 -0.2 -0.1 0.1 -0.18
N -1.60740 -0.78366 4.56841 0.0 0.1 0.1 0.16
H -1.44762 -7.08056 1.56773 0.0 0.0 0.0 0.08
C 2.24657 1.23131 -2.79770 0.0 -0.2 -0.1 -0.57
O -0.04850 2.44531 -3.56974 0.0 -0.1 0.0 -0.19
H 2.18788 3.26436 -2.96103 0.0 0.0 0.0 0.07
C -0.88673 -5.21771 0.67479 0.0 -0.1 0.0 -0.16
S -0.16812 -2.80037 -0.46898 -0.1 0.0 0.1 0.57
P 2.89406 0.06091 -1.49149 0.0 0.1 0.0 0.28
H -1.43820 -1.69252 1.51605 0.3 -0.1 -1.0 -0.02
C 3.15198 1.09763 -4.03311 0.0 0.1 0.0 -0.12
As -2.77535 0.12951 -1.40567 -0.5 -0.2 0.1 0.99
O 4.35676 0.32957 -1.42780 0.0 0.0 0.1 -0.34
C -4.59888 -0.23050 -0.82774 0.0 0.1 0.1 -0.23
H 1.78544 -1.79949 -1.70137 0.1 0.1 0.0 -0.03
C 3.18025 3.57229 2.26867 0.0 0.0 0.1 -0.04
H 2.99851 0.13329 -4.51498 0.0 0.0 0.0 0.07
C 1.92304 2.70866 4.09792 0.0 0.0 0.0 -0.02
H 4.19645 1.18886 -3.73051 0.0 0.0 0.0 0.06
H -4.98695 0.65127 -0.31754 0.0 0.0 0.0 0.03
H 1.69799 2.61602 5.14830 0.0 0.0 0.0 0.10
H -1.57562 -1.31920 -3.07322 0.0 0.0 0.0 0.02
H -1.54290 -4.63913 1.31646 0.0 0.0 0.0 0.07
N -1.34152 0.07678 6.68321 0.0 0.0 -0.1 0.12
H -4.57398 -1.06129 -0.12358 0.0 0.0 0.0 0.03
H -2.58943 -2.28364 -1.97733 0.0 0.0 0.0 0.00
H 3.32615 2.71314 -1.92522 0.0 0.0 0.0 0.08
C 2.93016 3.53411 3.62792 0.0 0.0 0.0 -0.07
O 0.41653 0.18960 -4.61266 0.0 0.0 0.0 -0.32
C -0.83232 -6.59776 0.81420 0.0 0.1 0.0 -0.14
O 2.10221 0.23225 -0.20048 0.1 0.1 -0.2 -0.45
C 0.77176 -6.71113 -0.94987 0.0 0.0 0.0 -0.13
H -5.23476 -0.47944 -1.67734 0.0 0.0 0.0 0.02
O -0.59620 4.34685 1.14437 0.0 0.0 0.1 -0.32
```
Forces are in eV/Å.

***

(3)
The following is a quantum chemistry calculation of C19H30BClN2O4P2 in the gas phase at a distorted geometry, from the Open Molecules 2025 dataset.

Output
Structure (SMILES): CC[C@H](Cl)c1cc2nc(COO)c(P(C)CC)nc2c(P(CC)CC)c1B(O)O

XYZ file:
```
59
Properties=species:S:1:pos:R:3:forces:R:3:lowdin_charge:R:1
C 2.08476 -0.89599 4.19287 0.3 0.3 -0.5 -0.42
C 0.20576 0.62314 -4.40628 0.4 -1.3 -0.6 -0.57
H -0.75890 -3.53520 3.37953 0.2 0.4 0.1 0.04
H 1.67925 0.91989 3.11014 0.5 0.0 -0.1 0.04
H -2.91329 1.46124 -3.16341 0.0 0.1 -0.4 0.10
H 2.02724 -0.49444 5.21705 -0.2 -0.5 -0.2 0.07
H 0.25790 2.97306 3.39622 -0.4 -0.1 0.0 0.06
H -1.09465 1.86200 3.08886 0.0 0.4 -0.1 0.04
Cl 1.15362 2.14851 -4.71709 -0.5 -0.1 0.4 0.69
C -0.74153 2.88848 2.93126 0.6 0.8 -0.3 -0.17
N 1.28928 -2.00405 -0.38422 -0.6 0.8 1.0 0.20
H -4.32305 -0.10913 1.39889 0.4 -0.1 -0.3 0.07
H -0.56275 -3.12436 5.09130 0.3 0.4 -0.2 0.03
H 0.83752 -3.66654 4.08710 -0.5 0.0 0.3 0.03
C -0.58652 3.29205 1.42691 0.5 -1.3 0.9 -0.39
O -0.13390 -4.23701 0.92441 -0.9 0.3 -0.2 -0.04
C 0.62070 -0.92366 -0.87934 0.2 -0.1 -1.0 -0.18
O -2.53544 2.28791 -3.49077 0.3 0.1 0.5 0.13
O -0.99082 3.86470 -2.59094 -0.1 -0.5 -1.0 0.13
C 0.68808 -0.69408 -2.28983 0.3 -0.4 -0.5 0.04
C -3.26601 0.15651 1.20971 -0.8 0.5 0.8 -0.16
H -3.26653 2.15480 2.04191 0.0 -0.1 -0.4 0.07
C -0.73452 1.11544 -0.71738 0.2 -0.6 0.9 -0.25
C -3.20836 1.69850 1.03659 0.7 -0.6 0.6 -0.39
N -0.18613 -0.12114 1.26885 0.8 -1.1 -0.5 0.13
C 0.09914 0.36475 -2.90661 -0.7 0.9 0.7 -0.19
H 2.40034 0.38227 -6.52180 -0.5 0.2 -0.1 0.06
C -0.08300 -3.05545 4.10703 1.0 -0.7 -0.7 -0.29
H -0.70016 4.37791 1.30944 -0.2 -0.4 -0.1 0.06
H -0.78620 0.73258 -4.86875 0.3 0.4 0.3 0.12
H -1.36555 3.64695 3.42801 -0.1 -0.6 0.0 0.06
H 2.78077 -1.74989 4.17659 -0.1 0.3 0.1 0.06
O 1.07739 -4.47577 1.60510 0.7 -0.1 0.8 -0.15
C -0.65241 1.30550 -2.07426 0.5 0.2 -0.4 -0.07
H 0.70341 0.53499 -7.13415 0.2 -0.1 0.2 0.07
H 2.34073 -3.05671 2.53293 -0.6 -0.3 0.0 0.09
C 1.41786 -0.10235 -6.59708 0.0 -0.8 0.1 -0.15
P 0.35038 -1.31850 3.62397 -1.1 1.2 0.5 0.97
C 2.57002 0.29027 3.29015 -0.7 -0.5 0.3 -0.16
C 1.91124 -3.29444 1.55179 0.2 0.2 -1.4 -0.12
P -1.67258 2.38557 0.22672 -0.9 1.5 -1.4 1.04
H 1.59373 -1.01667 -7.19187 -0.2 0.3 0.2 0.07
H -2.88275 -0.41207 0.35358 -0.1 0.2 0.2 0.06
H -1.55591 4.37031 -3.19719 0.2 0.2 0.3 0.12
C -0.08941 -0.01808 -0.08608 -0.6 1.1 -0.2 -0.20
H 0.45458 3.06437 1.13393 -0.4 0.1 -0.1 0.07
C 0.93549 -0.51792 -5.17934 0.8 0.9 0.1 -0.28
C 1.18147 -2.10238 0.92441 0.4 -0.4 0.2 -0.24
H 2.75887 -3.55957 0.89363 -0.3 0.3 0.1 0.13
H -2.73492 -0.11254 2.13589 0.1 -0.1 -0.6 0.05
B -1.39112 2.56459 -2.73500 -0.5 -0.1 0.5 -0.74
H 2.91922 -0.09281 2.32193 0.1 0.3 0.3 0.07
H 3.32422 0.91093 3.78988 0.0 -0.3 -0.2 0.07
C 0.44785 -1.17032 1.75165 0.4 -0.9 0.7 -0.36
H 1.85879 -0.71400 -4.60696 -0.4 -0.2 -0.2 0.10
H -0.27277 -5.04196 0.40418 0.4 0.0 0.1 0.11
H -4.06398 2.08959 0.46956 0.3 -0.2 0.0 0.06
H 1.24956 -1.41181 -2.89137 -0.1 0.1 0.5 0.11
H 0.33400 -1.43799 -5.20226 0.0 0.4 0.1 0.12
```
Forces are in eV/Å.

***

The evaluated HOMO level for the records listed, in turn: -0.29317 -0.06395 -0.26631 Ha.
The evaluated relative energy (zero: lowest compared OMol25 entry of this formula, charge and spin) for the records listed, in turn: 1.4 8.4 0.0 kcal per mole.